Entry 1:
A molecular structure, C3H5ClIN at a distorted geometry, computed with the ωB97M-V functional and the def2-TZVPD basis.

Geometry (Å):
C: 0.97 -0.30 0.66
C: 1.23 1.00 -0.08
C: -1.65 -1.10 -1.17
N: 0.66 -1.31 1.06
Cl: -1.41 -2.60 -0.11
I: -2.75 0.22 0.20
H: 1.78 1.79 0.36
H: 0.25 1.51 -0.20
H: 1.41 0.54 -1.02
H: -2.34 -1.46 -1.89
H: -0.29 -2.03 0.55

Computed properties:
max |F|: 5.0 eV Å⁻¹
E: -929.7826 a.u.
orbital gap: 7.99 eV
LUMO: 0.4517 eV

Entry 2:
3 unconnected molecules or ions with the total composition C7H16N2 at a distorted geometry, computed with the ωB97M-V functional and the def2-TZVPD basis.

Geometry (Å):
C: -0.37 0.20 -0.73
C: -0.51 0.22 0.67
C: -0.06 1.45 -1.49
C: -2.48 0.86 0.28
C: -0.77 -0.97 1.56
C: 1.76 -0.37 0.26
N: -0.68 -0.88 -1.47
N: 2.40 0.13 1.39
C: 2.33 -1.26 -0.55
H: -0.19 1.13 1.15
H: -0.72 -0.80 -2.47
H: -0.68 -1.79 -1.03
H: 2.14 1.06 1.68
H: 3.40 -0.04 1.47
H: 0.95 1.36 -1.88
H: -0.75 1.59 -2.33
H: -2.69 1.30 1.25
H: -3.04 -0.06 0.11
H: -2.63 1.58 -0.52
H: -0.12 2.33 -0.86
H: 0.15 -1.23 2.09
H: -1.11 -1.84 1.00
H: -1.55 -0.72 2.28
H: 1.83 -1.64 -1.44
H: 3.37 -1.60 -0.43

Computed properties:
max |F|: 3.6 eV Å⁻¹
E: -385.6333 a.u.
orbital gap (alpha / beta): 7.07 / 7.07 eV
LUMO (alpha / beta): 0.8033 / 0.8033 eV

Entry 3:
A molecular structure, C44H42Cl2FI3N3OPTl, computed with the ωB97M-V functional and the def2-TZVPD basis.

Geometry (Å):
Tl: -0.05 1.19 1.36
C: -0.59 3.97 4.34
N: -0.98 2.58 4.17
C: -2.41 2.47 4.01
C: -0.48 1.78 5.27
C: -0.61 0.27 5.06
N: 0.28 -0.27 4.04
C: 1.65 -0.34 4.56
C: -0.17 -1.58 3.60
H: -1.07 4.43 5.23
H: -0.88 4.55 3.46
H: 0.49 4.05 4.46
H: -2.95 2.66 4.95
H: -2.69 1.48 3.64
H: -2.75 3.19 3.27
H: -1.02 2.03 6.21
H: 0.57 2.03 5.42
H: -1.64 0.03 4.77
H: -0.42 -0.22 6.02
H: 1.69 -0.95 5.47
H: 2.03 0.65 4.78
H: 2.30 -0.79 3.82
H: -0.14 -2.33 4.42
H: 0.47 -1.93 2.79
H: -1.19 -1.52 3.22
Cl: 3.21 4.78 -1.58
C: 3.22 3.05 -1.78
C: 4.07 2.50 -2.74
C: 4.03 1.14 -2.92
Cl: 4.99 0.46 -4.21
C: 3.22 0.30 -2.14
C: 3.00 -1.11 -2.43
C: 2.34 -1.87 -1.56
C: 1.99 -1.30 -0.21
N: 1.69 0.12 -0.25
C: 2.43 0.86 -1.09
C: 2.38 2.29 -0.98
O: 1.54 2.86 -0.09
H: 4.71 3.13 -3.34
H: 3.33 -1.50 -3.39
H: 2.11 -2.91 -1.76
H: 1.11 -1.82 0.19
I: -3.27 3.39 -0.23
C: -4.64 2.00 -1.03
C: -5.91 2.18 -0.54
C: -7.01 1.50 -1.08
C: -6.82 0.69 -2.16
C: -5.53 0.47 -2.69
C: -5.40 -0.33 -3.84
C: -4.19 -0.57 -4.40
C: -3.04 -0.09 -3.75
C: -3.09 0.66 -2.60
P: -1.46 0.82 -1.68
C: -0.39 1.38 -3.06
C: -0.49 2.76 -3.26
C: 0.24 3.39 -4.25
C: 1.11 2.66 -5.05
C: 1.24 1.29 -4.84
C: 0.50 0.66 -3.85
C: -1.31 -0.98 -1.31
C: -0.62 -1.99 -1.98
C: -0.65 -3.30 -1.51
C: -1.38 -3.63 -0.37
C: -2.08 -2.64 0.29
C: -2.03 -1.33 -0.16
C: -4.37 1.06 -2.08
H: -6.07 2.90 0.25
H: -7.99 1.66 -0.66
H: -7.66 0.20 -2.63
H: -6.31 -0.74 -4.28
H: -4.09 -1.16 -5.30
H: -2.07 -0.36 -4.15
H: -1.14 3.35 -2.63
H: 0.16 4.47 -4.38
H: 1.71 3.15 -5.80
H: 1.94 0.72 -5.43
H: 0.66 -0.40 -3.69
H: -0.04 -1.78 -2.86
H: -0.10 -4.07 -2.04
H: -1.40 -4.66 -0.02
H: -2.65 -2.88 1.18
H: -2.58 -0.56 0.37
I: 2.37 3.01 1.89
I: 3.37 3.25 4.66
F: 4.56 -7.02 0.99
C: 4.24 -5.70 0.94
C: 3.04 -5.29 1.49
C: 2.71 -3.95 1.45
C: 3.56 -3.01 0.86
C: 3.17 -1.56 0.77
C: 4.76 -3.47 0.32
C: 5.11 -4.81 0.36
H: 2.38 -6.02 1.95
H: 1.77 -3.62 1.88
H: 4.02 -0.96 0.41
H: 2.88 -1.15 1.74
H: 5.43 -2.76 -0.15
H: 6.04 -5.17 -0.06

Computed properties:
max |F|: 0.8 eV Å⁻¹
E: -4368.6560 a.u.
orbital gap: 5.60 eV
LUMO: 1.7870 eV
net charge: -1

Entry 4:
3 unconnected molecules or ions with the total composition C25H30F6O7 at a distorted geometry, computed with the ωB97M-V functional and the def2-TZVPD basis.

Geometry (Å):
C: 6.76 -2.07 0.95
C: 7.11 -0.69 0.36
C: 7.86 -0.94 -0.97
C: 5.91 0.25 0.14
C: 4.79 0.12 1.16
C: 5.23 0.34 2.63
C: 3.60 1.03 0.86
O: 2.48 0.72 1.73
C: 1.53 0.00 1.07
C: 0.43 0.63 0.57
C: -0.55 -0.02 -0.14
C: -0.39 -1.37 -0.34
C: 0.70 -2.02 0.19
C: 1.67 -1.36 0.90
C: 0.81 -3.50 -0.07
O: 1.23 -4.30 0.74
C: 0.31 -3.91 -1.43
C: -0.74 -3.28 -1.94
C: -1.38 -2.18 -1.13
O: -2.58 -1.99 -1.10
H: 7.69 -2.54 1.28
H: 6.37 -2.71 0.15
H: 6.12 -2.04 1.83
H: 7.85 -0.23 1.02
H: 7.15 -1.14 -1.78
H: 8.57 -0.15 -1.20
H: 8.44 -1.86 -0.84
H: 5.53 0.07 -0.87
H: 6.27 1.28 0.15
H: 4.41 -0.90 1.11
H: 4.64 -0.34 3.25
H: 6.27 0.06 2.80
H: 5.01 1.34 2.99
H: 3.28 0.90 -0.17
H: 3.86 2.08 0.98
H: 0.35 1.70 0.72
H: -1.40 0.49 -0.55
H: 2.49 -1.94 1.29
H: 0.80 -4.68 -2.00
H: -1.14 -3.51 -2.92
C: -5.15 -2.60 -2.22
C: -6.23 -1.58 -1.91
O: -7.10 -1.38 -3.05
C: -8.06 -2.28 -3.21
O: -8.27 -3.23 -2.51
C: -8.93 -1.91 -4.42
F: -8.18 -1.56 -5.47
F: -9.73 -0.88 -4.13
F: -9.70 -2.93 -4.80
H: -4.60 -2.32 -3.12
H: -4.46 -2.68 -1.39
H: -5.59 -3.59 -2.40
H: -5.78 -0.61 -1.71
H: -6.81 -1.86 -1.03
C: -4.36 5.59 3.27
C: -4.18 4.80 2.00
O: -2.87 5.00 1.44
C: -1.89 4.29 1.98
O: -2.00 3.51 2.87
C: -0.57 4.58 1.24
F: -0.39 5.89 1.04
F: -0.54 3.99 0.04
F: 0.48 4.14 1.92
H: -4.15 6.65 3.09
H: -5.38 5.49 3.64
H: -3.67 5.25 4.05
H: -4.89 5.13 1.24
H: -4.36 3.73 2.16

Computed properties:
max |F|: 2.0 eV Å⁻¹
E: -2096.4975 a.u.
orbital gap: 8.83 eV
LUMO: -0.9045 eV
SMILES: CC(C)C[C@@H](C)COc1ccc2c(c1)C(=O)C=CC2=O.CCOC(=O)C(F)(F)F.CCOC(=O)C(F)(F)F